# 1
{
  "formula": "C48H123B3F18N12O26S6",
  "method": "wB97M-V/def2-TZVPD",
  "species": ["S", "S", "S", "S", "S", "S", "F", "F", "F", "F", "F", "F", "F", "F", "F", "F", "F", "F", "F", "F", "F", "F", "F", "F", "O", "O", "O", "O", "O", "O", "O", "O", "O", "O", "O", "O", "O", "O", "O", "O", "O", "O", "O", "O", "O", "O", "O", "O", "O", "O", "N", "N", "N", "N", "N", "N", "N", "N", "N", "N", "N", "N", "C", "C", "C", "C", "C", "C", "C", "C", "C", "C", "C", "C", "C", "C", "C", "C", "C", "C", "C", "C", "C", "C", "C", "C", "C", "C", "C", "C", "C", "C", "C", "C", "C", "C", "C", "C", "C", "C", "C", "C", "C", "C", "C", "C", "C", "C", "C", "C", "B", "B", "B", "H", "H", "H", "H", "H", "H", "H", "H", "H", "H", "H", "H", "H", "H", "H", "H", "H", "H", "H", "H", "H", "H", "H", "H", "H", "H", "H", "H", "H", "H", "H", "H", "H", "H", "H", "H", "H", "H", "H", "H", "H", "H", "H", "H", "H", "H", "H", "H", "H", "H", "H", "H", "H", "H", "H", "H", "H", "H", "H", "H", "H", "H", "H", "H", "H", "H", "H", "H", "H", "H", "H", "H", "H", "H", "H", "H", "H", "H", "H", "H", "H", "H", "H", "H", "H", "H", "H", "H", "H", "H", "H", "H", "H", "H", "H", "H", "H", "H", "H", "H", "H", "H", "H", "H", "H", "H", "H", "H", "H", "H", "H", "H", "H", "H", "H", "H", "H", "H", "H", "H", "H", "H", "H"],
  "xyz": [[-10.177, 0.627, 1.262], [0.075, -3.989, 3.020], [7.613, -0.680, -4.733], [-2.211, -3.204, 2.887], [-7.858, 0.308, 1.221], [9.303, -1.739, -6.119], [-6.447, 1.162, 1.222], [-0.740, 5.310, 5.995], [6.044, -0.347, -5.015], [-3.020, -2.349, 1.809], [0.809, 0.232, -7.822], [0.931, -7.171, -3.555], [-0.737, 0.493, -6.196], [1.264, 1.347, -5.803], [1.987, -8.593, -2.195], [-2.089, 6.655, 4.807], [1.007, -5.083, 2.230], [3.148, -7.177, -3.502], [2.129, -8.830, -4.384], [9.862, -1.660, -7.657], [-1.923, 6.942, 6.978], [-0.046, 2.147, -7.425], [-0.101, 7.319, 5.750], [-11.256, 1.728, 1.780], [-7.839, -0.313, -0.146], [-10.598, 0.458, -0.130], [-7.838, 6.337, -4.445], [8.198, 0.525, -4.169], [0.197, 1.426, 0.759], [9.243, -3.207, -5.902], [4.188, -2.530, -8.516], [-3.986, -8.266, 0.971], [-5.735, 2.739, -2.915], [-7.521, -0.561, 2.333], [10.417, -1.043, -5.411], [7.441, -1.801, -3.865], [7.244, -12.849, 3.114], [-10.363, -0.516, 2.165], [-6.048, 2.523, 5.190], [1.431, 7.721, -0.948], [-1.895, -2.130, 3.783], [-0.233, -4.741, 4.223], [3.666, 11.137, 1.413], [-2.859, -5.443, -3.200], [6.608, -7.677, 2.061], [5.534, 2.860, -7.492], [1.049, -2.864, 3.136], [-3.118, -4.211, 3.337], [-8.235, 5.012, 7.262], [3.272, -1.502, -0.369], [-7.675, 4.578, -1.696], [3.197, 1.622, 6.486], [2.954, 8.340, 1.404], [8.043, -0.927, -6.377], [4.885, 2.946, 5.869], [5.716, -9.715, 3.536], [-8.667, 1.472, 1.453], [0.677, -0.874, -0.812], [-2.073, -6.542, -0.721], [-7.893, 4.347, 4.314], [-0.932, -3.770, 1.867], [5.271, -0.140, -8.863], [-8.732, 4.633, -2.794], [1.459, -1.528, -1.955], [-1.699, -7.864, 0.036], [5.270, 1.621, 5.605], [1.560, 7.565, 1.457], [4.642, 2.265, -8.453], [-0.815, 0.998, -0.183], [3.113, 9.098, 2.725], [5.593, -1.275, -9.822], [-6.210, 4.996, -2.113], [1.198, 6.794, 0.106], [5.663, 4.145, 5.475], [-7.910, 5.769, -5.705], [6.651, -11.816, 2.447], [-3.050, -4.521, -4.251], [3.591, 2.920, 6.350], [6.971, -10.586, 3.308], [-3.755, -5.157, -2.088], [-3.582, -6.262, -1.088], [-2.606, -7.982, 1.284], [1.308, 7.310, -2.276], [5.736, -8.507, 1.348], [-9.348, 4.911, 6.393], [-0.236, 0.279, -1.347], [4.729, 12.143, 1.183], [4.069, 10.272, 2.422], [7.134, -14.048, 2.406], [1.737, 0.624, 8.231], [-4.892, -8.362, 2.029], [3.986, -3.495, -7.483], [2.594, -2.265, -1.358], [-8.425, 5.981, 8.260], [-6.509, 4.829, 4.788], [4.884, -9.180, 2.359], [4.924, 3.672, -6.443], [5.396, 1.290, -9.386], [-8.994, 3.936, 5.278], [1.841, 1.233, 6.846], [4.290, -2.194, 0.311], [-5.849, 1.805, -3.942], [-8.783, 5.994, -3.486], [-0.355, 1.854, 2.073], [4.187, 0.823, 5.913], [-5.577, 1.580, 6.191], [7.831, -7.490, 1.379], [5.464, -2.598, -9.148], [-5.580, 4.109, -3.222], [-5.808, 3.823, 5.678], [2.070, -7.964, -3.396], [-1.223, 6.576, 5.885], [0.360, 1.032, -6.791], [4.040, 3.233, -5.981], [-8.684, 6.751, -2.708], [-2.590, -7.145, 1.982], [6.270, -9.251, 0.757], [0.303, 0.819, -2.126], [0.527, 2.065, 2.678], [-5.648, 4.939, -1.181], [8.442, -6.747, 1.891], [-8.188, 5.116, 3.728], [-6.267, 1.613, 7.034], [-7.847, 3.569, 3.672], [-8.717, 2.937, 5.614], [3.751, 7.747, 1.222], [4.016, 10.873, 3.330], [4.325, -9.992, 1.893], [6.175, -2.688, -8.327], [1.172, 2.094, 6.824], [-2.087, -8.797, 1.789], [-1.471, -6.588, -1.530], [-7.882, 5.342, -1.068], [5.106, -7.988, 0.625], [-4.817, -5.213, -2.325], [4.147, -0.252, 5.821], [-9.859, 3.749, 4.643], [-4.494, 4.101, -3.316], [-4.593, 1.608, 6.659], [-1.354, 1.898, -0.478], [0.246, 7.346, -2.520], [1.784, 8.018, -2.955], [0.713, 0.328, 8.456], [7.349, -10.722, 4.321], [3.309, 8.392, 3.533], [7.583, -14.738, 3.121], [-6.353, 6.048, -2.359], [1.458, 0.581, 6.062], [-4.043, -4.520, -4.699], [4.287, 3.049, -9.121], [6.469, 1.313, -9.575], [7.758, -7.206, 0.329], [5.575, -11.929, 2.314], [-3.439, -4.241, -1.589], [-6.566, 2.126, -4.697], [5.037, 4.998, 5.211], [3.790, 1.793, -7.962], [-7.805, 3.784, -1.085], [3.037, 3.810, 6.610], [6.272, 1.498, 5.221], [-7.512, 5.965, 8.855], [5.993, -0.305, -8.176], [0.265, -1.577, -0.215], [0.756, 8.236, 1.762], [3.846, -2.990, 0.910], [6.360, 3.979, 4.653], [1.784, -0.801, -2.699], [1.422, -0.527, -0.225], [7.661, -9.968, 2.733], [5.574, -3.452, -9.815], [-2.667, -3.562, -3.902], [-1.793, -5.755, -0.151], [-7.133, 6.266, -6.285], [7.218, -11.615, 1.538], [-4.659, -9.044, 2.846], [6.392, 4.321, 6.265], [-5.821, -8.698, 1.568], [-9.592, 4.501, -2.138], [5.008, 1.422, -10.396], [4.237, 13.002, 0.727], [-9.648, 5.856, 5.942], [1.866, 5.954, -0.084], [0.199, 6.358, 0.146], [-0.961, 1.046, 2.481], [0.855, -2.235, -2.524], [1.593, 6.782, 2.215], [4.333, -4.457, -7.860], [-5.914, 4.983, 3.888], [4.915, -2.804, -0.341], [4.690, 4.681, -6.781], [-6.748, 5.709, 5.386], [-5.985, 4.418, -4.186], [5.556, 3.807, -5.565], [-5.793, 0.638, 5.687], [-8.580, 3.819, -3.503], [-6.144, 3.953, 6.707], [-9.765, 6.250, -3.886], [6.119, -14.325, 2.119], [5.071, -10.147, 4.181], [7.813, -14.052, 1.554], [2.965, -3.670, -7.143], [-2.321, -4.750, -5.028], [-3.972, -7.205, -1.472], [-1.575, 0.364, 0.273], [2.178, 9.585, 3.002], [-7.755, 4.691, -5.762], [2.890, 8.965, 0.613], [2.045, 1.386, 8.947], [5.090, 12.506, 2.145], [1.605, 6.272, -2.425], [2.503, -0.135, 8.391], [4.391, -0.394, -8.435], [3.376, -2.508, -2.077], [-8.834, 6.051, -6.209], [-10.227, 4.550, 6.927], [-6.242, 0.875, -3.529], [-4.936, 1.621, -4.508], [-1.001, -0.394, -1.734], [4.876, -1.470, 0.877], [5.121, 9.995, 2.344], [5.953, -8.992, 4.200], [8.393, -8.420, 1.465], [4.644, -3.423, -6.617], [-1.067, 2.673, 1.977], [-0.658, -7.744, 0.336], [6.511, -0.868, -10.246], [5.587, 11.762, 0.629], [4.863, -1.190, -10.627], [-1.827, -8.721, -0.625], [-9.332, 5.795, 8.834], [4.196, -8.504, 2.866], [2.366, -3.180, -0.812], [-5.108, -7.381, 2.451], [-4.739, 4.034, 5.704], [-8.575, 7.013, 7.943], [-4.036, -5.993, -0.134]],
  "atomic_forces_ev_per_a": [[-3.9, -1.2, -0.9], [7.4, -0.3, 1.4], [-1.6, 2.5, 0.5], [-2.1, 1.5, -0.8], [11.0, -8.5, -2.8], [8.3, -3.9, -1.0], [-0.1, 0.4, -0.5], [0.4, -3.0, 0.2], [0.8, 0.4, -0.4], [0.3, -0.9, -0.7], [1.4, -1.5, -0.2], [-1.6, 1.1, 0.3], [-1.7, -1.5, 1.3], [1.7, 0.0, 0.9], [0.0, -1.0, 2.5], [-0.5, 0.2, -1.5], [-0.5, 0.4, 0.0], [2.6, 2.1, 0.6], [-0.2, -3.0, -2.7], [-0.7, -0.1, 0.5], [-1.0, 0.5, 1.9], [-0.6, 3.1, -0.9], [1.9, 2.3, -0.8], [1.5, -0.2, 0.1], [-0.7, 1.7, 3.4], [1.2, 0.8, 2.4], [1.1, -0.1, 1.4], [-1.0, -1.5, -1.2], [-0.9, -0.2, 0.5], [-0.8, 3.3, -0.3], [-0.8, 0.2, 0.2], [2.1, -0.4, -1.0], [-1.3, 0.4, 1.5], [-1.3, 0.5, -1.0], [-3.1, -1.3, -0.9], [0.7, -0.3, -0.6], [-0.5, -0.3, 0.5], [0.8, 2.7, -1.5], [1.2, 0.3, 1.2], [0.4, 0.9, 1.6], [1.0, -0.8, 0.0], [-0.6, 1.2, -1.4], [0.7, 0.1, -1.2], [-1.7, -0.2, 1.2], [0.0, 0.6, -0.2], [-0.4, -0.1, 0.8], [-2.3, -2.0, 0.0], [0.7, -0.1, -0.7], [-0.6, 0.3, -0.9], [-0.5, 1.7, -0.2], [1.5, 1.4, -1.3], [1.3, 2.0, -1.7], [-3.2, -0.9, 1.4], [-3.0, 1.0, 3.2], [-2.1, -0.8, -0.3], [0.0, -0.3, 0.1], [-8.4, 4.4, 0.9], [1.4, 1.1, -1.9], [-0.8, -1.1, -0.1], [0.2, 0.5, 0.3], [-3.8, 1.0, 1.7], [0.2, -0.8, -0.7], [0.2, 0.0, 0.4], [-0.6, -0.3, -0.1], [-2.2, 1.8, 0.7], [-1.4, 1.1, 0.4], [0.3, -1.6, -1.5], [1.5, 1.1, 0.2], [0.0, 1.5, 1.5], [0.1, 1.3, -1.9], [-0.6, 2.2, -1.5], [-0.2, -1.3, 0.5], [1.5, 1.3, -0.1], [0.8, -0.4, 0.6], [-0.1, 0.4, -1.5], [1.0, 1.6, 0.9], [1.5, 0.3, -0.5], [2.1, -1.1, -0.2], [-1.2, 1.4, -0.5], [1.9, -1.0, -0.3], [1.3, -1.2, 0.5], [-0.2, -0.7, -0.1], [-1.5, -0.5, -0.5], [0.2, -0.1, -0.2], [0.8, -0.5, -0.4], [0.3, -2.7, 0.8], [-1.2, -0.1, 0.7], [0.5, 0.2, 2.4], [1.4, -1.1, 0.5], [1.0, 0.5, 0.3], [-1.0, 0.4, 0.3], [1.1, -1.7, -0.3], [2.5, -1.0, 1.3], [0.1, 0.4, 0.9], [-0.4, -0.8, 0.5], [-0.3, -0.3, 1.0], [-0.2, -0.3, -0.3], [-0.2, -1.1, 0.4], [-0.2, -0.5, 0.0], [-1.3, -0.5, 0.1], [-0.2, -1.0, -0.1], [-0.5, -0.4, -1.2], [-0.5, 0.9, 0.4], [0.1, -1.1, -1.6], [1.3, 0.5, 0.6], [-2.1, -1.2, -0.6], [1.0, -0.1, 0.3], [0.0, 0.0, 1.8], [0.2, -0.7, -0.1], [-0.1, 0.1, 0.1], [-1.0, 1.0, -0.1], [-0.5, -0.2, -0.1], [-0.5, 0.0, -0.8], [-0.4, -0.4, -0.6], [0.2, 0.2, 0.3], [0.4, 0.5, -0.2], [0.3, -0.2, 0.0], [0.0, -0.1, 0.3], [-0.4, 0.1, 0.0], [0.0, -0.1, 0.0], [-0.4, 0.1, 0.1], [-0.6, 0.3, 0.0], [-0.2, 0.2, 0.2], [0.7, -0.7, -0.2], [0.3, 0.2, 0.4], [0.1, -0.5, 0.1], [0.3, -0.1, 0.6], [0.0, -0.1, 0.3], [0.6, -0.1, -0.1], [0.4, 0.3, -0.2], [-0.5, -0.5, 0.5], [0.0, 0.5, -1.0], [-0.4, 0.5, 0.2], [-0.1, 0.3, 0.0], [0.0, 0.6, -0.4], [-0.4, 0.1, 0.2], [-0.1, 0.3, 0.0], [0.2, 1.7, 0.3], [0.4, 0.7, -1.0], [-0.1, 0.0, -0.5], [-0.2, -0.1, -0.3], [0.4, -0.2, 0.3], [0.3, -0.3, -0.1], [0.1, -0.7, -0.3], [0.7, 0.2, -0.2], [-0.5, -0.6, -0.3], [0.4, -0.2, -0.5], [0.2, -0.2, 0.0], [-0.1, 0.1, 0.4], [-0.4, 0.1, 0.1], [0.1, 1.1, 0.7], [-0.4, 0.0, 0.0], [-0.1, -0.2, -0.3], [-0.4, 0.6, -0.3], [-0.3, 0.2, -0.1], [0.0, -0.2, 0.5], [-0.1, -0.2, -0.1], [0.6, -1.2, -0.3], [-0.2, -0.2, 0.1], [-0.3, -0.6, -0.1], [-0.3, -0.1, 0.3], [0.2, 0.5, 1.1], [-0.9, -0.3, 0.0], [0.5, 0.4, -0.3], [-0.2, 0.3, 0.8], [-0.6, -0.7, -0.4], [-0.1, 0.5, 0.5], [0.5, 0.7, 0.5], [-0.1, 0.2, 0.5], [-0.1, 0.1, -0.2], [-0.8, 0.6, 0.0], [0.5, 0.3, 0.3], [0.1, -0.2, 0.0], [-0.7, -0.3, -0.8], [0.5, -0.2, -0.2], [-0.5, 0.6, 0.4], [0.0, -0.1, 0.1], [-0.7, -0.2, -0.9], [-0.6, -0.7, 0.1], [0.2, -0.3, -0.4], [0.2, 0.5, 0.1], [0.3, -0.3, 0.4], [-0.3, 0.4, 0.2], [0.3, -0.3, 0.2], [-0.4, 0.1, 0.3], [0.4, 0.3, 0.3], [-0.3, -0.3, -0.4], [-0.3, 0.4, 0.0], [0.4, 0.6, -0.6], [-0.1, -0.1, -0.4], [0.4, 0.2, -0.4], [-0.3, -0.3, -0.2], [0.9, -0.4, -0.5], [0.6, -0.2, 0.3], [0.0, -0.2, 0.4], [-0.3, -0.2, 0.1], [-0.5, -0.8, 0.0], [-0.1, 0.1, 0.1], [-0.5, -1.4, -0.3], [-0.2, 0.1, -0.4], [-0.1, 0.8, -0.5], [-0.2, -0.5, -0.1], [0.0, 0.1, 0.2], [0.1, -0.2, 0.5], [-0.3, -0.4, -0.5], [-0.1, -0.2, 0.2], [-0.1, 0.7, -0.3], [-0.3, 0.2, 0.1], [0.0, -0.1, 0.2], [0.5, 0.0, -0.1], [-0.5, -0.6, -0.2], [-0.7, 0.2, 0.3], [-0.5, -0.3, -0.7], [-0.4, -0.3, 0.1], [-0.1, -0.3, 0.0], [0.3, 0.1, 0.2], [0.4, 0.0, 0.3], [-0.4, 0.9, -0.8], [-0.1, -0.3, 0.0], [0.1, -0.4, -0.4], [0.8, 1.3, -0.7], [0.2, -0.2, -0.4], [0.0, 1.0, 0.2], [0.4, 0.5, -0.2], [-0.1, 0.0, -0.1], [0.5, -1.3, 0.0], [-0.3, -0.2, -0.2], [-0.2, -0.1, 0.0], [0.0, 0.3, -0.1], [0.1, -0.5, 0.4], [-0.1, 0.1, -0.3], [-0.8, -0.5, -0.5], [0.2, 0.2, 0.2], [0.2, 0.2, -0.2], [0.3, 0.1, -0.8], [-0.2, -0.2, -0.2]],
  "lowdin_charge": [0.624, 0.454, 0.560, 0.517, 0.374, 0.476, -0.275, 0.111, -0.240, -0.203, 0.109, 0.073, 0.122, 0.102, 0.120, 0.093, -0.254, 0.155, 0.194, -0.241, 0.154, 0.139, 0.127, -0.218, -0.323, -0.293, -0.185, -0.290, -0.208, -0.323, -0.196, -0.207, -0.194, -0.297, -0.322, -0.284, -0.171, -0.269, -0.177, -0.218, -0.287, -0.287, -0.180, -0.187, -0.179, -0.184, -0.357, -0.265, -0.199, -0.214, 0.078, -0.038, 0.097, -0.304, -0.084, 0.063, -0.308, 0.095, 0.107, 0.080, -0.300, 0.066, -0.049, -0.068, -0.025, 0.012, -0.018, -0.162, -0.212, -0.061, -0.085, -0.018, -0.168, 0.012, -0.102, -0.236, -0.098, 0.042, -0.028, -0.184, -0.068, -0.181, -0.092, -0.222, -0.194, -0.040, -0.030, -0.265, -0.086, -0.054, -0.105, -0.069, -0.197, -0.092, -0.046, -0.069, -0.076, -0.048, -0.063, -0.180, -0.086, -0.092, -0.212, -0.035, 0.015, -0.061, -0.079, -0.180, -0.174, -0.230, -1.532, -1.484, -1.470, 0.081, 0.130, 0.126, 0.131, 0.145, 0.083, 0.128, 0.099, 0.163, 0.086, 0.153, 0.143, 0.175, 0.131, 0.139, 0.127, 0.132, 0.124, 0.153, 0.151, 0.153, 0.141, 0.143, 0.140, 0.142, 0.097, 0.131, 0.090, 0.100, 0.095, 0.147, 0.141, 0.103, 0.122, 0.136, 0.097, 0.125, 0.139, 0.108, 0.131, 0.127, 0.082, 0.098, 0.131, 0.169, 0.172, 0.137, 0.103, 0.146, 0.172, 0.135, 0.087, 0.097, 0.145, 0.137, 0.108, 0.143, 0.084, 0.142, 0.106, 0.136, 0.093, 0.103, 0.096, 0.143, 0.131, 0.098, 0.131, 0.118, 0.130, 0.085, 0.147, 0.126, 0.088, 0.138, 0.095, 0.080, 0.133, 0.107, 0.081, 0.100, 0.139, 0.116, 0.142, 0.100, 0.170, 0.098, 0.099, 0.098, 0.139, 0.127, 0.137, 0.085, 0.147, 0.082, 0.088, 0.094, 0.081, 0.158, 0.148, 0.100, 0.140, 0.103, 0.098, 0.141, 0.097, 0.128, 0.165, 0.079, 0.091, 0.084, 0.135, 0.140, 0.095, 0.140, 0.145, 0.095, 0.142, 0.135, 0.091, 0.141, 0.092, 0.133],
  "energy_ev": -238823.5740,
  "e_lumo_ha": -0.1547,
  "charge": 2
}



# 2
{
  "formula": "C4H5N3",
  "method": "wB97M-V/def2-TZVPD",
  "species": ["N", "N", "N", "C", "C", "C", "C", "H", "H", "H", "H", "H"],
  "xyz": [[1.165, 0.914, 1.718], [0.293, -1.210, -0.942], [-2.440, 0.377, -1.473], [-2.088, 1.034, -0.591], [-0.399, -1.509, -1.832], [1.033, -0.683, 0.039], [0.425, 0.369, 0.750], [2.017, -1.141, 0.167], [0.775, 1.663, 2.267], [-1.683, 1.582, 0.236], [-1.197, -2.051, -2.300], [2.116, 0.646, 1.960]],
  "atomic_forces_ev_per_a": [[0.0, 0.1, 0.1], [-0.6, -0.2, -0.8], [0.2, 0.7, 0.8], [-0.4, -0.6, -0.8], [0.5, 0.2, 0.7], [0.0, 0.2, 0.2], [0.4, -0.1, 0.1], [-0.1, 0.1, 0.0], [0.1, -0.1, -0.1], [-0.1, -0.1, -0.2], [0.1, 0.0, 0.1], [-0.1, -0.1, -0.1]],
  "lowdin_charge": [0.005, -0.015, 0.040, -0.106, 0.132, -0.219, -0.194, 0.095, 0.073, 0.020, 0.082, 0.088],
  "de_lowest_kcal_mol": 124.63,
  "energy_ev": -8694.4081,
  "e_lumo_ha": 0.0329,
  "charge": 0
}



# 3
{
  "formula": "C4H6IN2",
  "method": "wB97M-V/def2-TZVPD",
  "species": ["I", "N", "N", "C", "C", "C", "C", "H", "H", "H", "H", "H", "H"],
  "xyz": [[-2.836, 0.453, -0.250], [-0.227, 1.673, -0.502], [-1.163, -2.971, 0.566], [-0.652, -1.946, 0.479], [1.148, 1.957, -0.521], [-0.685, 0.647, 0.000], [0.087, -0.724, 0.430], [1.371, 2.912, -0.938], [-1.866, -3.683, 0.439], [0.745, -0.987, -0.355], [1.728, 1.324, -1.150], [1.670, 1.875, 0.508], [0.680, -0.531, 1.294]],
  "atomic_forces_ev_per_a": [[0.8, -0.2, 0.4], [-0.2, -0.4, 0.9], [0.2, 1.2, -0.5], [-1.0, -0.5, 1.1], [2.6, 0.3, 1.8], [-2.0, -1.7, -1.0], [-1.0, 1.5, -0.7], [-0.3, 0.9, 0.1], [0.1, -0.3, 0.1], [1.3, 0.3, -1.2], [0.2, -1.1, -0.7], [-1.0, 0.3, -1.4], [0.3, -0.2, 1.0]],
  "lowdin_charge": [0.864, -0.048, 0.395, -0.035, -0.114, -0.694, -0.092, 0.078, 0.171, 0.127, 0.079, 0.133, 0.138],
  "de_lowest_kcal_mol": 67.05,
  "energy_ev": -15316.2905,
  "smiles": "C/N=C(/I)CC#[NH+]",
  "e_lumo_ha": -0.1862,
  "charge": 1
}



no.,largest force on an atom (eV/A),orbital gap (eV)
1,14.190,6.5
2,1.087,8.8
3,3.127,8.3